DFT (the ωB97M-V functional and the def2-TZVPD basis) results for a molecular structure, C39H52ClO6PbSSe in a non-equilibrium geometry.

Calculated values
**Net charge**: -1
**Max |F|**: 1.1 eV Å⁻¹
**E_LUMO**: 2.05 eV
**HOMO**: -4.7 eV

CARTESIAN COORDINATES (ANGSTROEM)
Pb  -0.0479  -0.2257  -0.5752
C  2.8556  -2.8202  5.8937
C  3.2048  -3.7473  4.7291
C  2.7928  -5.1749  5.1150
C  4.7250  -3.6999  4.5201
C  2.4941  -3.3356  3.4410
C  1.6434  -2.2517  3.3515
C  1.0310  -1.9497  2.1420
Se  -0.1443  -0.4664  2.0842
C  -1.8580  -1.2799  2.1739
C  -2.4172  -1.4343  3.4416
C  -3.6407  -2.0497  3.6025
C  -4.2523  -2.5536  2.4412
C  -3.7347  -2.4330  1.1682
C  -2.5020  -1.7114  0.9857
O  -2.0395  -1.4690  -0.1878
C  -4.3993  -3.1013  -0.0379
C  -5.6423  -3.8974  0.3636
C  -4.8330  -2.0639  -1.0838
C  -3.3964  -4.0832  -0.6675
C  -4.3259  -2.2269  4.9562
C  -4.5320  -3.7199  5.2488
C  -5.6914  -1.5252  4.9337
C  -3.5015  -1.6291  6.0962
C  1.2358  -2.6797  0.9410
O  0.6527  -2.3503  -0.1600
C  2.1297  -3.7903  1.0360
C  2.6984  -4.0694  2.2666
C  2.5161  -4.6942  -0.1455
C  2.1168  -6.1435  0.1765
C  1.8699  -4.3302  -1.4864
C  4.0395  -4.6212  -0.3468
H  3.3816  -3.1450  6.7944
H  1.7846  -2.8346  6.1068
H  3.1512  -1.7900  5.6854
H  3.2967  -5.4855  6.0350
H  3.0510  -5.8881  4.3308
H  1.7139  -5.2315  5.2737
H  5.2483  -3.9962  5.4339
H  5.0420  -2.6909  4.2496
H  5.0369  -4.3719  3.7191
H  1.4373  -1.6247  4.2093
H  -1.8680  -1.0551  4.2944
H  -5.1917  -3.0790  2.5579
H  -6.4150  -3.2574  0.7977
H  -5.4046  -4.6892  1.0781
H  -6.0651  -4.3685  -0.5263
H  -5.5549  -1.3650  -0.6498
H  -5.3191  -2.5714  -1.9225
H  -3.9823  -1.4999  -1.4555
H  -3.1074  -4.8464  0.0597
H  -2.5004  -3.5649  -1.0021
H  -3.8553  -4.5845  -1.5248
H  -5.1500  -4.1947  4.4855
H  -5.0245  -3.8571  6.2158
H  -3.5725  -4.2399  5.2717
H  -6.3346  -1.9342  4.1527
H  -5.5683  -0.4568  4.7405
H  -6.2036  -1.6453  5.8927
H  -2.5257  -2.1116  6.1783
H  -4.0260  -1.7697  7.0441
H  -3.3435  -0.5576  5.9554
H  3.3690  -4.9203  2.3214
H  1.0366  -6.2151  0.3187
H  2.6013  -6.5144  1.0815
H  2.3964  -6.8016  -0.6510
H  0.7840  -4.3875  -1.4427
H  2.2303  -5.0372  -2.2406
H  2.1248  -3.3195  -1.7979
H  4.5896  -4.9399  0.5403
H  4.3377  -3.5973  -0.5810
H  4.3385  -5.2628  -1.1804
Cl  6.8371  3.3638  0.9913
C  5.4687  2.3212  0.6789
C  5.6649  0.9317  0.5909
C  4.6110  0.1004  0.3448
C  3.2738  0.5878  0.1652
O  2.3408  -0.2381  -0.0682
C  3.1110  2.0031  0.2748
C  1.8363  2.6575  0.1537
O  0.7338  2.1606  -0.0269
C  4.2168  2.8399  0.5241
H  6.6631  0.5320  0.7207
H  4.7441  -0.9721  0.2758
H  1.8949  3.7608  0.2530
H  4.0577  3.9102  0.5944
O  -1.9672  1.4434  -0.0170
S  -3.4455  1.1606  0.0064
C  -4.2108  2.7664  -0.4103
C  -4.3947  3.5365  0.8873
C  -4.9062  2.4998  1.8818
C  -3.9687  1.3071  1.7604
H  -5.1671  2.5528  -0.8935
H  -3.5328  3.2159  -1.1337
H  -5.0815  4.3757  0.7666
H  -3.4319  3.9320  1.2183
H  -5.9272  2.2083  1.6183
H  -4.9282  2.8726  2.9075
H  -4.3790  0.3563  2.0976
H  -3.0201  1.4829  2.2714
O  -0.0886  0.1005  -2.4330